Formula: C20H25ClN6O3
Source: OMol25
Level of theory: ωB97M-V/def2-TZVPD

Values from the calculation:
HOMO in Ha: -0.284
Orbital gap in eV: 8.3
SMILES: Cn1c(=O)c2c(nc(N3CCN(CCO)CC3)n2Cc2ccccc2Cl)n(C)c1=O
LUMO in eV: 0.575

Geometry as ORCA input:
```
! wB97M-V def2-TZVPD RIJCOSX def2/J DEFGRID3
* xyz 0 1
C 6.20 1.82 0.30
N 5.03 0.95 0.30
C 5.31 -0.39 0.10
O 6.45 -0.78 -0.06
N 4.24 -1.26 0.09
C 2.98 -0.77 0.28
C 2.75 0.57 0.50
C 3.78 1.54 0.51
O 3.66 2.75 0.66
N 1.37 0.69 0.66
C 0.88 -0.58 0.53
N 1.83 -1.48 0.30
N -0.44 -0.91 0.51
C -0.77 -2.26 0.10
H 0.02 -2.63 -0.56
C -2.12 -2.24 -0.61
N -3.13 -1.73 0.29
C -2.79 -0.38 0.70
C -1.44 -0.39 1.41
H -1.19 0.62 1.73
H -1.51 -1.03 2.30
H -3.55 -0.02 1.39
H -2.74 0.30 -0.17
C -4.47 -1.82 -0.26
H -4.61 -1.11 -1.10
C -5.55 -1.60 0.79
O -5.81 -0.24 1.08
H -6.09 0.20 0.28
H -6.48 -2.09 0.46
H -5.24 -2.05 1.74
H -4.59 -2.83 -0.66
H -2.39 -3.25 -0.91
H -2.04 -1.61 -1.52
H -0.83 -2.93 0.97
C 0.70 1.96 0.75
C -0.36 2.13 -0.30
C -0.20 1.57 -1.56
C -1.16 1.71 -2.54
C -2.31 2.44 -2.28
C -2.49 3.02 -1.04
C -1.52 2.87 -0.06
Cl -1.79 3.60 1.48
H -3.38 3.59 -0.82
H -3.07 2.56 -3.04
H -1.01 1.26 -3.51
H 0.70 1.00 -1.77
H 0.27 2.10 1.75
H 1.48 2.72 0.63
C 4.45 -2.67 -0.13
H 5.52 -2.85 -0.15
H 4.00 -2.98 -1.07
H 3.98 -3.23 0.68
H 5.84 2.84 0.48
H 6.70 1.76 -0.67
H 6.89 1.52 1.08
*
```

Results of the Mulliken charge analysis, in e, for atoms 1 through 6:
1. C -1.161
2. N -0.024
3. C 0.667
4. O -0.677
5. N -0.027
6. C 0.903

=====

Formula: C20H25MnN6O5
Source: OMol25
Level of theory: ωB97M-V/def2-TZVPD

Values from the calculation:
HOMO (spin up / spin down) in Ha: -0.416 / -0.418
Orbital gap (spin up / spin down) in eV: 8.0 / 8.2
⟨S²⟩: 0.893
LUMO (spin up / spin down) in eV: -3.324 / -3.148

Geometry as ORCA input:
```
! wB97M-V def2-TZVPD RIJCOSX def2/J DEFGRID3
* xyz 1 2
Mn 0.89 0.67 -0.98
O 3.14 0.48 -0.53
C 3.63 1.63 0.20
C 4.12 2.73 -0.73
C 3.16 2.99 -1.89
C 1.80 3.49 -1.49
C 1.61 4.78 -1.01
C 0.33 5.25 -0.78
C -0.75 4.42 -1.09
C -0.49 3.15 -1.55
N 0.76 2.67 -1.72
H 3.83 0.19 -1.14
H 4.43 1.32 0.88
H 2.78 1.96 0.80
H 5.09 2.44 -1.15
H 4.28 3.63 -0.14
H 3.02 2.08 -2.46
H 3.61 3.72 -2.56
H 2.47 5.42 -0.82
H 0.16 6.24 -0.40
H -1.77 4.76 -0.97
H -1.29 2.48 -1.81
O -1.28 0.25 -0.96
C -2.08 0.35 -0.03
C -1.77 0.52 1.35
C -2.82 0.50 2.28
C -2.55 0.61 3.62
C -1.24 0.77 4.08
C -0.20 0.82 3.19
C -0.42 0.71 1.79
O 0.58 0.79 0.99
N -3.66 0.60 4.58
O -3.38 0.69 5.75
O -4.78 0.47 4.13
H -3.16 0.28 -0.27
H -3.84 0.39 1.96
H -1.06 0.84 5.15
H 0.82 0.96 3.52
C -1.77 -5.21 -2.18
C -1.38 -4.98 -0.72
C -2.21 -3.85 -0.10
C 0.12 -4.73 -0.57
N 0.55 -3.47 -1.16
C 0.61 -2.26 -0.60
N 1.01 -1.42 -1.53
N 1.19 -2.13 -2.66
N 0.91 -3.35 -2.45
H -2.84 -5.42 -2.25
H -1.23 -6.06 -2.61
H -1.56 -4.33 -2.79
H -1.58 -5.90 -0.16
H -2.09 -2.92 -0.66
H -1.93 -3.67 0.94
H -3.26 -4.12 -0.12
H 0.69 -5.52 -1.06
H 0.40 -4.70 0.48
H 0.39 -2.03 0.42
*
```

Results of the Mulliken charge analysis, in e, for atoms 1 through 6:
1. Mn 0.622
2. O -0.414
3. C -0.460
4. C -0.618
5. C -0.972
6. C 0.781

=====

Formula: C20H25MoO2Te4
Source: OMol25
Level of theory: ωB97M-V/def2-TZVPD

Values from the calculation:
HOMO (spin up / spin down) in Ha: -0.365 / -0.365
Orbital gap (spin up / spin down) in eV: 5.7 / 5.7
LUMO (spin up / spin down) in eV: -4.246 / -4.247

Geometry as ORCA input:
```
! wB97M-V def2-TZVPD RIJCOSX def2/J DEFGRID3
* xyz 1 1
Mo -0.52 -0.17 -0.89
C 1.65 -1.77 -2.94
C 0.29 -1.72 -2.28
C -0.81 -1.11 -2.97
C -0.63 -0.49 -4.33
C -2.07 -1.07 -2.35
C -3.21 -0.31 -2.97
C -2.22 -1.54 -1.00
C -3.53 -1.41 -0.28
C -1.21 -2.46 -0.49
C -1.63 -3.34 0.66
C 0.00 -2.59 -1.17
C 1.08 -3.55 -0.77
H 1.70 -2.55 -3.70
H 2.43 -1.96 -2.20
H 1.88 -0.81 -3.41
H -0.72 0.59 -4.29
H -1.39 -0.86 -5.02
H 0.34 -0.73 -4.76
H -3.63 0.42 -2.29
H -4.01 -1.00 -3.24
H -2.90 0.23 -3.87
H -4.01 -0.46 -0.49
H -3.38 -1.46 0.80
H -4.23 -2.20 -0.56
H -2.54 -3.88 0.41
H -1.85 -2.76 1.56
H -0.87 -4.07 0.93
H 1.92 -3.04 -0.29
H 1.48 -4.04 -1.66
H 0.72 -4.33 -0.10
Te 2.03 0.06 0.24
Te 2.04 -3.40 2.75
Te 2.28 -1.29 4.44
Te 0.63 -1.13 2.17
C -1.61 2.38 2.70
C -1.51 2.01 1.25
O -1.11 0.88 0.95
C -1.92 2.96 0.21
C -2.53 4.18 0.56
C -2.96 5.06 -0.41
C -2.78 4.73 -1.75
C -2.17 3.55 -2.12
C -1.73 2.65 -1.15
O -1.12 1.54 -1.60
H -1.18 1.59 3.30
H -2.66 2.52 2.98
H -1.10 3.32 2.90
H -2.67 4.43 1.60
H -3.44 5.99 -0.13
H -3.10 5.42 -2.52
H -2.01 3.29 -3.16
*
```

Results of the Mulliken charge analysis, in e, for atoms 1 through 6:
1. Mo 0.317
2. C -2.493
3. C 1.126
4. C 0.754
5. C -2.248
6. C 1.427

=====

What is the formula in the first record?
C20H25ClN6O3